{"formula": "CClF2O2S", "method": "wB97M-V/def2-TZVPD", "e_lumo_ev": 3.59, "total_charge": -1, "homo_energy_ev": -4.59, "multiplicity": 1, "homo_lumo_gap_ev": 8.18, "de_lowest_kj_mol": 101.7, "symbols": ["C", "O", "O", "F", "F", "S", "Cl"], "xyz": [[-0.653, 0.204, 0.103], [1.738, -0.834, 0.975], [1.882, 0.260, -1.138], [-0.683, 1.428, -0.408], [-0.782, 0.216, 1.367], [1.173, -0.734, -0.373], [-2.675, -0.540, -0.525]]}

{"formula": "C48H57FN7O6SeZn", "method": "wB97M-V/def2-TZVPD", "e_lumo_ev": -0.74, "total_charge": -1, "homo_energy_ev": -2.42, "multiplicity": 1, "homo_lumo_gap_ev": 1.68, "de_lowest_kj_mol": 0.0, "symbols": ["Zn", "F", "C", "C", "C", "C", "O", "C", "C", "N", "C", "C", "C", "C", "C", "C", "N", "C", "C", "N", "C", "C", "C", "O", "O", "H", "H", "H", "H", "H", "H", "H", "H", "H", "H", "H", "H", "H", "H", "H", "H", "H", "H", "C", "C", "C", "C", "C", "C", "C", "C", "N", "C", "C", "C", "C", "C", "C", "C", "C", "C", "C", "H", "H", "H", "H", "H", "H", "H", "H", "H", "H", "H", "H", "H", "H", "H", "H", "H", "H", "H", "H", "H", "H", "H", "H", "Se", "C", "C", "C", "N", "C", "C", "H", "H", "H", "H", "C", "C", "C", "C", "C", "C", "O", "N", "C", "O", "N", "C", "O", "H", "H", "H", "H", "H", "H", "H", "H", "H", "H", "H"], "xyz": [[0.213, 0.883, -0.803], [-2.433, -2.516, 4.263], [-1.162, -2.039, 4.240], [-0.686, -1.407, 3.126], [0.596, -0.857, 3.158], [1.131, -0.243, 1.946], [0.640, -0.512, 0.857], [2.207, 0.683, 2.180], [2.846, 0.677, 3.363], [2.531, -0.180, 4.402], [3.359, -0.236, 5.569], [4.189, -1.468, 5.812], [4.842, -0.186, 5.389], [1.348, -0.885, 4.348], [0.881, -1.638, 5.430], [-0.367, -2.244, 5.364], [-0.782, -3.098, 6.434], [-1.545, -4.279, 6.083], [-1.319, -5.312, 7.178], [-1.804, -4.705, 8.464], [-1.051, -3.448, 8.793], [-1.261, -2.470, 7.643], [2.480, 1.828, 1.191], [3.562, 2.407, 1.303], [1.496, 2.091, 0.453], [-1.291, -1.293, 2.233], [3.645, 1.385, 3.537], [2.940, 0.253, 6.444], [4.123, -2.265, 5.083], [4.321, -1.807, 6.831], [5.212, -0.125, 4.375], [5.431, 0.360, 6.111], [1.476, -1.771, 6.323], [-1.188, -4.664, 5.131], [-2.626, -4.092, 5.983], [-0.257, -5.525, 7.276], [-1.871, -6.233, 6.994], [-1.748, -5.375, 9.228], [-2.784, -4.448, 8.325], [0.004, -3.700, 8.873], [-1.417, -3.058, 9.742], [-0.689, -1.562, 7.823], [-2.330, -2.194, 7.591], [4.369, -1.460, -1.655], [3.948, -0.177, -2.327], [4.809, 0.475, -3.207], [4.382, 1.646, -3.822], [5.268, 2.347, -4.822], [3.136, 2.183, -3.545], [2.225, 1.578, -2.639], [2.710, 0.359, -2.068], [0.994, 2.000, -2.275], [0.290, 3.224, -2.655], [-1.126, 2.808, -3.110], [-2.021, 4.014, -3.389], [-1.405, 4.842, -4.517], [-0.009, 5.293, -4.088], [-0.125, 6.172, -2.842], [-0.745, 5.349, -1.712], [-2.138, 4.865, -2.122], [0.133, 4.132, -1.413], [0.887, 4.083, -3.784], [5.298, -1.840, -2.083], [3.600, -2.228, -1.766], [4.530, -1.298, -0.585], [5.792, 0.064, -3.420], [6.256, 1.885, -4.865], [5.388, 3.401, -4.564], [4.821, 2.294, -5.818], [2.876, 3.081, -4.077], [2.050, -0.191, -1.401], [-1.571, 2.197, -2.321], [-1.041, 2.186, -4.005], [-3.016, 3.663, -3.688], [-2.033, 5.715, -4.735], [-1.338, 4.240, -5.429], [0.452, 5.870, -4.899], [-0.746, 7.051, -3.055], [0.867, 6.525, -2.541], [-0.825, 5.968, -0.809], [-2.811, 5.715, -2.292], [-2.562, 4.258, -1.315], [-0.327, 3.552, -0.611], [1.124, 4.428, -1.062], [1.865, 4.463, -3.481], [0.999, 3.473, -4.685], [-2.037, 1.098, 0.426], [-2.887, -0.599, 0.373], [-2.195, -1.800, 0.180], [-2.905, -2.988, 0.141], [-4.228, -3.085, 0.293], [-4.878, -1.938, 0.496], [-4.271, -0.697, 0.552], [-1.126, -1.795, 0.038], [-2.390, -3.929, -0.030], [-5.955, -2.029, 0.616], [-4.852, 0.201, 0.718], [-3.875, 0.230, -2.933], [-3.413, -1.223, -2.916], [-2.198, -1.520, -3.804], [-1.930, -3.048, -3.710], [-0.809, -3.594, -4.596], [-2.535, -1.201, -5.251], [-3.627, -1.445, -5.748], [-1.523, -0.663, -5.968], [-0.164, -0.515, -5.508], [0.675, -0.364, -6.380], [0.033, -0.510, -4.186], [-0.930, -0.792, -3.326], [-0.849, -0.599, -2.088], [-4.807, 0.328, -2.371], [-4.060, 0.569, -3.955], [-3.135, 0.881, -2.468], [-4.229, -1.863, -3.257], [-3.159, -1.508, -1.895], [-2.865, -3.554, -3.963], [-1.701, -3.267, -2.664], [-1.048, -3.464, -5.653], [-0.681, -4.662, -4.409], [0.137, -3.092, -4.394], [-1.675, -0.505, -6.952]]}

{"formula": "C51H45BBrF2N7O5RhS5", "method": "wB97M-V/def2-TZVPD", "e_lumo_ev": [1.35, 0.74], "total_charge": -1, "s2": 6.035, "homo_energy_ev": [-2.30, -5.11], "multiplicity": 5, "homo_lumo_gap_ev": [3.65, 5.85], "symbols": ["Rh", "N", "S", "N", "S", "N", "S", "N", "C", "C", "C", "C", "C", "C", "C", "C", "C", "C", "C", "C", "C", "C", "C", "C", "C", "C", "C", "C", "C", "C", "C", "C", "C", "C", "C", "C", "C", "C", "C", "C", "C", "C", "C", "C", "H", "H", "H", "H", "H", "H", "H", "H", "H", "H", "H", "H", "H", "H", "H", "H", "H", "H", "H", "H", "H", "H", "H", "H", "H", "H", "H", "H", "H", "H", "F", "B", "F", "Br", "C", "C", "C", "C", "C", "C", "O", "N", "C", "O", "N", "C", "O", "H", "H", "H", "H", "H", "H", "H", "H", "H", "H", "H", "O", "S", "O", "N", "C", "S", "C", "C", "C", "C", "C", "C", "H", "H", "H", "H"], "xyz": [[0.022, -0.137, -1.237], [-1.297, 0.635, -0.002], [-1.384, 1.957, 0.617], [-0.129, 2.793, 1.231], [0.857, 2.079, 2.183], [0.368, 0.744, 2.709], [0.809, -0.781, 2.204], [1.019, -0.855, 0.665], [2.619, -0.645, 2.963], [2.678, -0.490, 4.341], [3.908, -0.548, 4.985], [5.061, -0.798, 4.247], [4.979, -0.987, 2.873], [3.754, -0.918, 2.218], [-0.940, -1.368, 2.710], [-1.618, -2.276, 1.916], [-2.797, -2.845, 2.391], [-3.266, -2.537, 3.661], [-2.559, -1.646, 4.461], [-1.393, -1.063, 3.991], [2.460, 2.189, 1.464], [3.585, 2.272, 2.283], [4.829, 2.295, 1.682], [4.936, 2.217, 0.297], [3.804, 2.128, -0.499], [2.546, 2.125, 0.083], [0.974, 3.155, 3.591], [1.406, 4.456, 3.402], [1.475, 5.301, 4.499], [1.111, 4.836, 5.756], [0.670, 3.536, 5.924], [0.601, 2.677, 4.830], [-2.561, 1.803, 1.939], [-3.444, 0.737, 1.876], [-4.355, 0.571, 2.911], [-4.365, 1.454, 3.981], [-3.470, 2.514, 4.029], [-2.559, 2.697, 2.998], [-2.104, 3.256, -0.366], [-1.675, 4.573, -0.412], [-2.313, 5.442, -1.286], [-3.351, 4.990, -2.092], [-3.765, 3.666, -2.028], [-3.138, 2.788, -1.162], [1.768, -0.313, 4.911], [3.965, -0.414, 6.059], [6.020, -0.862, 4.747], [5.875, -1.190, 2.298], [3.695, -1.053, 1.145], [-1.261, -2.526, 0.926], [-3.341, -3.535, 1.757], [-4.178, -2.992, 4.028], [-2.922, -1.398, 5.452], [-0.852, -0.358, 4.612], [3.498, 2.279, 3.362], [5.717, 2.345, 2.299], [5.916, 2.217, -0.164], [3.880, 2.059, -1.576], [1.659, 2.091, -0.538], [1.682, 4.802, 2.413], [1.815, 6.320, 4.371], [1.175, 5.498, 6.612], [0.383, 3.179, 6.904], [0.261, 1.654, 4.922], [-3.385, 0.040, 1.048], [-5.043, -0.264, 2.884], [-5.070, 1.309, 4.791], [-3.478, 3.200, 4.867], [-1.859, 3.524, 3.015], [-0.845, 4.899, 0.198], [-1.982, 6.471, -1.351], [-3.830, 5.670, -2.785], [-4.557, 3.308, -2.673], [-3.407, 1.736, -1.144], [1.961, -3.032, 1.256], [1.656, -2.175, 0.168], [2.754, -1.947, -0.635], [0.194, 2.103, -2.502], [-2.442, 1.521, -5.178], [-3.071, 0.202, -5.620], [-2.417, -1.057, -5.017], [-3.317, -2.269, -5.327], [-2.748, -3.619, -4.905], [-1.068, -1.246, -5.715], [-0.999, -1.429, -6.908], [0.077, -1.151, -4.949], [0.030, -0.961, -3.606], [1.084, -0.794, -2.919], [-1.108, -0.801, -2.926], [-2.341, -0.871, -3.494], [-3.364, -0.718, -2.852], [-2.914, 2.361, -5.694], [-1.372, 1.555, -5.399], [-2.553, 1.679, -4.103], [-2.998, 0.100, -6.704], [-4.128, 0.175, -5.348], [-3.511, -2.257, -6.402], [-4.257, -2.078, -4.807], [-1.851, -3.887, -5.465], [-3.486, -4.407, -5.070], [-2.474, -3.631, -3.849], [0.956, -1.474, -5.343], [1.894, -3.163, -5.514], [1.279, -4.208, -4.701], [0.545, -5.202, -5.461], [0.373, -3.551, -3.545], [0.947, -3.757, -2.323], [0.191, -3.000, -0.916], [2.093, -4.584, -2.299], [2.879, -5.097, -1.243], [3.942, -5.920, -1.541], [4.275, -6.266, -2.867], [3.510, -5.774, -3.916], [2.441, -4.949, -3.623], [2.645, -4.845, -0.216], [4.543, -6.317, -0.729], [5.120, -6.914, -3.066], [3.742, -6.031, -4.944]]}

{"formula": "CH2ClFS", "method": "wB97M-V/def2-TZVPD", "e_lumo_ev": [-0.45, -2.37], "homo_energy_ev": [-9.83, -8.52], "multiplicity": 1, "homo_lumo_gap_ev": [9.38, 6.14], "de_lowest_kj_mol": 339.5, "symbols": ["C", "F", "S", "Cl", "H", "H"], "xyz": [[0.617, -0.728, 0.236], [-1.796, 1.166, -0.341], [-0.574, 1.808, -1.299], [0.230, -0.789, 1.824], [1.575, -0.394, -0.020], [-0.052, -1.064, -0.400]]}

{"formula": "C16H59AgO14", "method": "wB97M-V/def2-TZVPD", "e_lumo_ev": [-2.22, -5.91], "total_charge": 1, "s2": 0.756, "homo_energy_ev": [-12.15, -12.15], "multiplicity": 2, "homo_lumo_gap_ev": [9.94, 6.25], "de_lowest_kj_mol": 132.5, "symbols": ["Ag", "C", "C", "C", "O", "H", "H", "H", "H", "H", "H", "H", "C", "O", "H", "H", "H", "H", "C", "O", "H", "H", "H", "H", "C", "O", "H", "H", "H", "H", "C", "O", "H", "H", "H", "H", "C", "O", "H", "H", "H", "H", "C", "O", "H", "H", "H", "H", "C", "O", "H", "H", "H", "H", "C", "O", "H", "H", "H", "H", "C", "O", "H", "H", "H", "H", "C", "O", "H", "H", "H", "H", "C", "O", "H", "H", "H", "H", "C", "O", "H", "H", "H", "H", "C", "O", "H", "H", "H", "H"], "xyz": [[-1.055, 1.760, 2.273], [-1.459, -0.548, -1.166], [-0.177, -0.613, -0.210], [1.067, -0.011, -0.797], [-0.458, -0.148, 1.090], [-1.757, -1.588, -1.306], [-1.202, -0.320, -2.200], [-2.278, 0.076, -0.808], [-0.092, -1.699, -0.240], [1.254, -0.301, -1.831], [1.996, -0.237, -0.273], [0.969, 1.074, -0.809], [0.459, 4.453, 1.130], [0.631, 3.055, 1.186], [1.335, 4.974, 1.515], [0.146, 4.756, 0.131], [-0.423, 4.584, 1.756], [1.309, 2.848, 0.539], [-3.730, 2.520, 0.446], [-2.353, 2.449, 0.441], [-4.130, 3.055, 1.307], [-3.968, 3.082, -0.457], [-4.221, 1.547, 0.431], [-1.981, 3.039, -0.218], [1.491, -2.417, 3.645], [1.569, -1.340, 2.670], [1.929, -2.272, 4.633], [0.540, -2.942, 3.738], [1.876, -3.353, 3.240], [0.851, -1.171, 2.056], [-2.036, -4.134, 0.797], [-2.119, -3.065, 1.635], [-1.374, -4.878, 1.239], [-3.029, -4.556, 0.640], [-1.552, -3.874, -0.144], [-1.791, -2.272, 1.206], [1.536, 1.974, 4.255], [0.733, 1.123, 3.504], [1.022, 2.934, 4.290], [1.542, 1.656, 5.297], [2.562, 2.078, 3.901], [1.207, 0.324, 3.262], [3.264, -3.051, -0.131], [3.036, -4.285, -0.654], [2.342, -2.716, 0.344], [4.061, -2.994, 0.610], [3.444, -2.321, -0.921], [2.205, -4.243, -1.132], [-2.006, -1.345, -5.062], [-1.207, -2.007, -6.049], [-1.645, -0.321, -4.965], [-3.062, -1.355, -5.331], [-1.847, -1.768, -4.070], [-0.282, -2.029, -5.791], [4.682, 0.093, 2.756], [4.204, -0.544, 1.585], [5.770, 0.154, 2.707], [4.158, 1.038, 2.895], [4.383, -0.485, 3.630], [3.343, -0.886, 1.836], [-1.463, 2.868, -2.776], [-1.591, 4.119, -1.981], [-1.478, 3.092, -3.842], [-0.425, 2.546, -2.688], [-2.225, 2.150, -2.475], [-0.898, 4.754, -2.178], [3.962, 2.587, 0.220], [3.849, 4.015, 0.320], [4.356, 2.269, -0.746], [4.718, 2.219, 0.913], [3.069, 1.975, 0.347], [4.734, 4.386, 0.291], [2.600, -1.993, -3.700], [2.049, -2.361, -4.896], [3.212, -2.843, -3.399], [3.123, -1.037, -3.691], [1.750, -1.942, -3.019], [2.713, -2.681, -5.511], [-2.559, -0.464, 3.616], [-2.957, 0.591, 2.757], [-1.478, -0.537, 3.498], [-2.718, -0.171, 4.654], [-3.129, -1.336, 3.295], [-3.669, 0.187, 2.255], [-6.166, -0.944, -2.719], [-5.340, -0.033, -2.036], [-6.373, -1.829, -2.118], [-7.132, -0.476, -2.908], [-5.710, -1.196, -3.676], [-4.506, -0.472, -1.853]]}

{"formula": "C28H47BrN2OP2Pd", "method": "wB97M-V/def2-TZVPD", "e_lumo_ev": 0.31, "homo_energy_ev": -5.47, "multiplicity": 1, "homo_lumo_gap_ev": 5.79, "de_lowest_kj_mol": 61.7, "symbols": ["N", "C", "C", "C", "C", "C", "C", "Pd", "P", "C", "C", "C", "C", "C", "C", "C", "Br", "H", "H", "H", "H", "H", "H", "H", "H", "H", "H", "P", "C", "C", "H", "H", "H", "H", "H", "C", "C", "H", "H", "H", "H", "H", "C", "C", "H", "H", "H", "H", "H", "C", "C", "H", "H", "H", "H", "H", "C", "C", "H", "H", "H", "H", "H", "C", "C", "H", "H", "H", "H", "H", "C", "N", "C", "C", "O", "H", "H", "H", "H", "H", "H", "H"], "xyz": [[-5.564, 4.021, -4.533], [-5.422, 4.438, -3.278], [-4.511, 3.859, -2.398], [-3.669, 2.796, -2.823], [-3.826, 2.391, -4.173], [-4.802, 3.027, -4.973], [-2.732, 2.198, -1.853], [0.520, 0.016, -1.322], [2.656, -0.385, -0.592], [-1.500, 1.633, -1.981], [-0.576, 1.873, -0.866], [0.671, 2.518, -1.200], [1.332, 3.288, -0.216], [0.731, 3.641, 1.010], [-0.512, 3.028, 1.340], [-1.116, 2.106, 0.484], [1.567, 4.756, 2.204], [-3.084, 2.372, -0.830], [-1.167, 1.162, -2.915], [-4.426, 4.290, -1.404], [-3.228, 1.592, -4.606], [-6.053, 5.273, -2.983], [-4.956, 2.712, -6.011], [1.064, 2.513, -2.230], [-2.061, 1.669, 0.813], [2.319, 3.661, -0.453], [-0.967, 3.284, 2.285], [-0.287, -2.071, -0.754], [3.755, 1.089, -0.401], [5.273, 0.945, -0.335], [3.396, 1.543, 0.534], [3.500, 1.743, -1.246], [5.692, 1.931, -0.107], [5.608, 0.273, 0.464], [5.694, 0.637, -1.298], [3.590, -1.459, -1.758], [4.863, -2.123, -1.244], [3.822, -0.787, -2.599], [2.888, -2.217, -2.140], [5.260, -2.722, -2.068], [5.645, -1.407, -0.971], [4.706, -2.804, -0.399], [2.870, -1.239, 1.050], [4.155, -1.148, 1.875], [2.726, -2.302, 0.812], [2.009, -0.918, 1.657], [4.044, -1.826, 2.731], [5.045, -1.521, 1.355], [4.336, -0.148, 2.281], [-0.089, -2.756, 0.939], [-0.867, -4.029, 1.219], [-0.349, -1.939, 1.628], [0.981, -2.945, 1.072], [-1.915, -3.836, 1.455], [-0.819, -4.728, 0.380], [-0.433, -4.541, 2.085], [0.400, -3.421, -1.800], [0.450, -2.938, -3.245], [-0.171, -4.351, -1.656], [1.408, -3.624, -1.402], [-0.539, -2.980, -3.714], [0.788, -1.888, -3.274], [1.144, -3.541, -3.834], [-2.096, -1.920, -1.008], [-2.884, -1.469, 0.234], [-2.501, -2.862, -1.399], [-2.231, -1.165, -1.801], [-3.701, -0.794, -0.060], [-3.373, -2.301, 0.768], [-2.243, -0.928, 0.945], [-2.783, 0.749, 4.297], [-1.522, 0.220, 4.795], [-1.447, -0.198, 6.186], [-0.559, -0.155, 3.923], [-0.600, 0.005, 2.695], [-3.344, 1.123, 5.161], [-3.396, -0.027, 3.805], [-2.594, 1.565, 3.579], [-1.787, -1.233, 6.329], [-0.406, -0.125, 6.512], [-2.082, 0.454, 6.789], [0.282, -0.626, 4.463]]}